This record from the OMol25 dataset describes C41H53CdGeN6O7S2Si3 as an isolated structure. The level of theory is ωB97M-V/def2-TZVPD.

Geometry as XYZ:
```
114
C41H53CdGeN6O7S2Si3, DFT ωB97M-V/def2-TZVPD
Cd -0.1719 1.0752 -0.0732
C 0.5062 -0.9629 -4.7169
O -0.1761 0.2809 -4.7871
C -1.4267 0.2417 -4.1916
C -2.5265 0.3311 -5.0095
C -3.8185 0.3323 -4.4773
C -3.9575 0.2450 -3.1101
C -2.8579 0.1676 -2.2445
C -3.1733 0.1254 -0.8234
N -2.3291 0.2427 0.1234
N -2.8194 0.2261 1.4139
C -1.8190 0.2266 2.2777
O -0.5743 0.2017 2.0270
C -2.2199 0.2578 3.7247
C -1.2283 0.4330 4.6852
C -1.5508 0.4624 6.0348
C -2.8703 0.3123 6.4389
C -3.8655 0.1411 5.4832
C -3.5436 0.1188 4.1350
C -1.5259 0.1506 -2.7664
O -0.4575 0.0227 -2.0606
H 1.4790 -0.8250 -5.1872
H -0.0540 -1.7361 -5.2567
H 0.6477 -1.2679 -3.6809
H -2.3572 0.4075 -6.0780
H -4.6839 0.4030 -5.1238
H -4.9490 0.2486 -2.6673
H -4.2285 0.0041 -0.5571
H -0.2068 0.5408 4.3423
H -0.7696 0.5994 6.7733
H -3.1239 0.3288 7.4927
H -4.8978 0.0239 5.7923
H -4.3072 -0.0041 3.3794
N 4.6451 2.0903 -5.7353
C 4.2693 1.7198 -4.4258
C 5.2362 1.4776 -3.4559
C 4.8609 1.0956 -2.1748
C 3.5218 0.9378 -1.8654
C 2.5470 1.1533 -2.8360
C 2.9233 1.5484 -4.1056
S 3.0323 0.5196 -0.2132
O 4.2288 0.4511 0.5890
O 2.2346 -0.6847 -0.3233
N 2.0257 1.6993 0.1714
C 2.2731 2.6285 1.1483
N 1.1876 3.0013 1.8463
C 1.3433 3.9790 2.7223
C 2.5623 4.5961 2.9492
C 3.6201 4.1284 2.1846
N 3.4967 3.1678 1.2845
H 5.4984 2.6289 -5.7576
H 3.9097 2.5852 -6.2187
H 6.2860 1.6021 -3.7009
H 5.5990 0.9368 -1.3998
H 1.4926 1.0070 -2.6191
H 2.1532 1.7257 -4.8490
H 0.4484 4.2831 3.2583
H 2.6781 5.4072 3.6541
H 4.6106 4.5654 2.2820
C -0.4993 -3.2428 3.9449
Si 0.5993 -3.3570 2.4225
C 1.3206 -5.1097 2.3800
C 2.0082 -2.1421 2.6016
Ge -0.6714 -2.9369 0.4676
Si -2.9264 -3.6743 0.7395
C -2.9141 -5.5393 1.1003
C -3.8416 -2.8734 2.1676
C -3.9581 -3.4091 -0.8212
Si 0.1633 -3.8710 -1.5601
C 0.3152 -5.7555 -1.3734
C 1.8582 -3.2641 -2.0637
C -1.0812 -3.5870 -2.9402
H 0.0898 -3.3978 4.8541
H -1.2969 -3.9901 3.9271
H -0.9593 -2.2536 4.0019
H 1.7468 -5.3759 3.3532
H 2.1193 -5.1710 1.6362
H 0.5622 -5.8534 2.1226
H 2.5607 -2.3289 3.5287
H 1.6208 -1.1204 2.6208
H 2.7018 -2.1991 1.7618
H -2.3950 -5.7420 2.0413
H -2.4097 -6.0985 0.3103
H -3.9361 -5.9246 1.1892
H -3.2758 -2.9059 3.1005
H -4.7984 -3.3834 2.3253
H -4.0298 -1.8240 1.9315
H -3.9615 -4.3022 -1.4504
H -3.5848 -2.5757 -1.4190
H -4.9942 -3.1863 -0.5483
H 1.0867 -6.0156 -0.6450
H 0.5906 -6.2073 -2.3330
H -0.6230 -6.2071 -1.0456
H 2.5992 -3.5114 -1.2996
H 1.8753 -2.1813 -2.1742
H 2.1608 -3.7339 -3.0057
H -1.9862 -4.1724 -2.7683
H -0.6561 -3.8969 -3.9008
H -1.3647 -2.5354 -3.0158
O 1.6985 8.7945 1.7597
C 2.2849 7.8374 0.9762
O 3.4643 7.9386 0.7511
C 1.4090 6.7578 0.4793
C 1.9506 5.8180 -0.4031
C 1.1931 4.7762 -0.8948
C -0.1512 4.6034 -0.5144
S -1.1396 3.3047 -1.1156
C -0.6849 5.5501 0.3786
C 0.0726 6.5972 0.8600
H 0.7557 8.6043 1.8254
H 2.9897 5.9221 -0.6889
H 1.6329 4.0510 -1.5682
H -1.7106 5.4254 0.7011
H -0.4080 7.2696 1.5674
```

**HOMO energy (spin up / spin down)**: -2.135 / -2.303 eV
**Relative energy (zero: lowest compared OMol25 entry of this formula, charge and spin)**: 0.0 kcal per mole
**Energy**: -173040.5768 eV
**<S²>**: 0.75
**Molecular weight**: 1075.32 g/mol
**2S+1**: 2
**Total charge**: -2

Löwdin population analysis, charges in e, atoms 1 to 6: number 1, Cd, carries 1.31; number 2, C, carries -0.09; number 3, O, carries -0.12; number 4, C, carries -0.23; number 5, C, carries -0.03; number 6, C, carries -0.12